Density functional theory data (the ωB97M-V functional and the def2-TZVPD basis) for C10H21NO4Ti as an isolated structure.

Geometry (Å):
Ti (7.35, 21.21, 14.40)
O (3.48, 22.55, 16.95)
C (3.73, 21.26, 16.83)
C (4.97, 20.81, 16.01)
O (5.16, 21.43, 14.78)
H (2.91, 20.67, 16.32)
H (3.73, 20.70, 17.82)
H (4.85, 19.71, 15.82)
H (5.92, 20.90, 16.62)
N (6.88, 18.77, 14.21)
C (7.76, 19.00, 13.17)
C (9.04, 19.03, 13.74)
C (8.91, 18.65, 15.11)
C (7.58, 18.48, 15.37)
H (5.88, 18.72, 14.08)
H (7.39, 19.20, 12.18)
H (9.95, 19.29, 13.24)
H (9.73, 18.50, 15.80)
H (7.06, 18.30, 16.30)
C (9.37, 22.31, 11.11)
C (8.60, 23.38, 11.83)
O (7.61, 22.71, 12.63)
H (8.80, 21.73, 10.38)
H (9.80, 21.61, 11.83)
H (10.24, 22.77, 10.64)
H (7.97, 23.97, 11.16)
H (9.20, 24.09, 12.41)
H (7.04, 23.36, 13.06)
C (10.77, 22.49, 15.39)
C (9.92, 22.31, 16.63)
O (8.71, 21.63, 16.26)
H (11.37, 21.58, 15.31)
H (11.48, 23.31, 15.47)
H (10.17, 22.61, 14.49)
H (9.67, 23.25, 17.12)
H (10.44, 21.72, 17.40)
H (8.26, 21.39, 17.08)

Calculated values
- Lowest unoccupied orbital energy (alpha / beta): 2.48 / 2.40 eV
- 2S+1: 4
- E_tot: -43500.5126 eV
- Orbital gap (alpha / beta): 3.53 / 3.95 eV
- Net charge: -1
- E_HOMO (alpha / beta): -1.0 / -1.6 eV
- <S²>: 3.7553

Density functional theory data (the ωB97M-V functional and the def2-TZVPD basis) for a 2-piece molecular cluster, C14H16 overall.

Geometry (Å):
C (-4.52, -2.94, 1.37)
C (-0.85, -0.83, 0.86)
C (-1.74, -0.92, -0.15)
C (-1.07, -1.39, 2.13)
C (-3.02, -1.45, 0.14)
C (-2.23, -2.11, 2.33)
C (-3.23, -2.17, 1.34)
H (0.17, -0.36, 0.72)
H (-1.68, -0.65, -1.24)
H (-0.38, -1.25, 3.05)
H (-3.96, -1.28, -0.38)
H (-2.34, -2.50, 3.27)
H (-4.46, -3.80, 2.08)
H (-4.79, -3.15, 0.46)
H (-5.34, -2.46, 1.86)
C (4.09, 1.62, -2.87)
C (1.29, 1.96, 0.41)
C (2.69, 2.18, 0.67)
C (0.86, 1.75, -0.95)
C (3.55, 2.19, -0.43)
C (1.73, 1.56, -1.98)
C (3.12, 1.75, -1.73)
H (0.51, 1.96, 1.16)
H (3.03, 2.07, 1.76)
H (-0.32, 1.87, -1.43)
H (4.63, 2.28, -0.08)
H (1.43, 1.37, -3.05)
H (4.34, 0.57, -2.94)
H (4.95, 2.19, -2.67)
H (3.55, 1.96, -3.71)

Calculated values
- Lowest unoccupied orbital energy: 0.93 eV
- SMILES: Cc1ccccc1.Cc1ccccc1
- E_tot: -14774.8731 eV
- Orbital gap: 9.63 eV
- E_HOMO: -8.7 eV

Density functional theory data (the ωB97M-V functional and the def2-TZVPD basis) for a 2-piece molecular cluster, C5H12N2O2 overall.

Geometry (Å):
C (0.16, -1.72, -2.10)
C (0.80, -0.38, -2.54)
C (-0.87, -1.49, -1.01)
O (-0.77, -0.63, -0.16)
N (-1.93, -2.34, -1.04)
H (-0.33, -2.16, -2.97)
H (0.95, -2.39, -1.77)
H (0.33, 0.46, -2.04)
H (-2.66, -2.25, -0.34)
H (-1.96, -3.12, -1.67)
H (0.73, -0.25, -3.63)
H (1.86, -0.37, -2.34)
C (-0.45, 2.41, 2.02)
C (0.98, 2.05, 2.28)
O (1.95, 2.67, 1.91)
N (1.12, 0.99, 3.16)
H (-0.56, 3.02, 1.12)
H (-0.81, 3.05, 2.82)
H (2.07, 0.72, 3.33)
H (0.48, 0.21, 3.07)
H (-1.10, 1.53, 1.92)

Calculated values
- Lowest unoccupied orbital energy: 0.73 eV
- SMILES: CCC(N)=O.CC(N)=O
- E_tot: -12455.8663 eV
- Orbital gap: 10.21 eV
- E_HOMO: -9.5 eV

Density functional theory data (the ωB97M-V functional and the def2-TZVPD basis) for a 5-piece molecular cluster, C20H10Cl16O4 overall.

Geometry (Å):
O (-3.14, -1.33, -3.26)
C (-2.13, -0.79, -2.89)
O (-1.33, -0.09, -3.77)
C (-1.76, -0.89, -1.37)
C (-0.38, -0.23, -1.18)
C (-0.20, 1.15, -0.91)
C (1.06, 1.71, -0.80)
C (2.16, 0.86, -0.93)
C (2.01, -0.50, -1.17)
C (0.73, -1.05, -1.29)
C (3.29, -1.31, -1.32)
O (3.46, -2.40, -0.82)
C (4.37, -0.59, -2.12)
C (5.17, -1.23, -3.06)
C (6.15, -0.49, -3.72)
C (6.34, 0.87, -3.44)
C (5.51, 1.52, -2.52)
C (4.54, 0.78, -1.87)
C (3.59, 1.40, -0.85)
O (3.94, 2.22, -0.03)
H (-0.60, -0.65, -4.06)
H (-1.76, -1.95, -1.12)
H (-2.56, -0.36, -0.84)
H (-1.10, 1.77, -0.84)
H (1.25, 2.77, -0.63)
H (0.67, -2.13, -1.47)
H (5.02, -2.29, -3.27)
H (6.82, -0.92, -4.46)
H (7.13, 1.44, -3.94)
H (5.62, 2.58, -2.28)
C (-6.29, 0.70, 0.45)
Cl (-5.29, 2.14, 0.61)
Cl (-6.41, -0.13, 2.01)
Cl (-7.91, 1.17, -0.10)
Cl (-5.56, -0.39, -0.74)
C (-2.32, 0.26, 2.70)
Cl (-1.18, -0.34, 3.90)
Cl (-3.04, 1.78, 3.27)
Cl (-1.48, 0.55, 1.16)
Cl (-3.59, -0.94, 2.44)
C (-4.24, -5.05, 3.30)
Cl (-4.99, -6.53, 2.70)
Cl (-4.35, -4.99, 5.06)
Cl (-2.53, -5.02, 2.82)
Cl (-5.06, -3.65, 2.61)
C (0.05, 4.15, 5.61)
Cl (-0.69, 2.65, 5.02)
Cl (-0.08, 4.21, 7.38)
Cl (1.75, 4.18, 5.15)
Cl (-0.79, 5.54, 4.90)

Calculated values
- Lowest unoccupied orbital energy: -0.72 eV
- SMILES: O=C(O)Cc1ccc2c(c1)C(=O)c1ccccc1C2=O.ClC(Cl)(Cl)Cl.ClC(Cl)(Cl)Cl.ClC(Cl)(Cl)Cl.ClC(Cl)(Cl)Cl
- E_tot: -229448.9026 eV
- Orbital gap: 8.86 eV
- E_HOMO: -9.6 eV